[1]
An isolated ion of composition C11H19N2 and charge +1 at a distorted geometry, computed with ωB97M-V/def2-TZVPD.

Values from the calculation:
LUMO level (spin up / spin down), eV: -4.52 / -4.03
E_HOMO (spin up / spin down), eV: -10.9646 / -10.7527
Frontier orbital gap (spin up / spin down), eV: 6.45 / 6.72
Energy relative to the best compared isomer or geometry (same formula, charge and spin), kcal per mole: 175.7
Total energy, Eh: -539.5509

```
! wB97M-V def2-TZVPD RIJCOSX def2/J DEFGRID3
* xyz 1 1
C 2.150 -1.395 0.358
C 0.892 -0.726 0.333
C 1.287 0.540 -0.099
C 3.257 -0.430 0.239
C -0.408 -1.502 0.223
C -1.855 1.289 0.738
C -1.487 -0.833 -0.627
C 4.619 -0.734 0.018
C 3.085 2.129 -0.251
C -3.196 0.776 -1.043
C -3.310 -0.542 1.025
N 2.594 0.761 -0.022
N -2.438 0.156 0.047
H 2.272 -2.415 0.467
H -0.229 -2.391 -0.431
H -0.806 -1.908 1.285
H -1.097 1.828 0.253
H -1.761 1.269 1.817
H -0.854 -0.321 -1.569
H -2.134 -1.672 -0.947
H 4.933 -0.564 -0.971
H 5.397 -0.223 0.620
H 4.704 -1.764 0.401
H 4.135 1.962 -0.348
H 2.681 2.601 -1.137
H 2.958 2.746 0.645
H -2.906 1.769 -1.225
H -2.995 0.201 -1.924
H -4.204 0.733 -0.830
H -2.628 -1.274 1.397
H -3.464 0.185 1.784
H -4.140 -0.874 0.447
*
```

=====

[2]
An isolated molecule of C11H19NO at a distorted geometry, computed with ωB97M-V/def2-TZVPD.

Values from the calculation:
LUMO level, eV: 0.78
E_HOMO, eV: -8.3667
Frontier orbital gap, eV: 9.15
Structure (SMILES): C#CN(C(=O)C(C)(C)C)C(C)(C)C
Energy relative to the best compared isomer or geometry (same formula, charge and spin), kcal per mole: 41.2
Total energy, Eh: -560.3733

```
! wB97M-V def2-TZVPD RIJCOSX def2/J DEFGRID3
* xyz 0 1
C -0.504 -2.709 0.297
C -0.489 -1.510 0.268
N -0.661 -0.259 -0.217
C 0.692 0.697 0.310
O 0.470 1.563 1.020
C 1.948 0.128 -0.174
C 1.632 -0.355 -1.666
C 2.619 -0.911 0.681
C 2.995 1.249 -0.032
C -2.001 0.354 0.111
C -2.935 -0.624 -0.620
C -2.207 0.365 1.591
C -1.965 1.570 -0.640
H -0.258 -3.725 0.704
H 2.673 -0.716 -2.017
H 0.774 -1.009 -1.687
H 1.395 0.514 -2.302
H 3.542 -1.286 0.194
H 2.963 -0.492 1.684
H 1.906 -1.745 0.990
H 3.988 0.878 -0.248
H 2.771 2.156 -0.548
H 2.811 1.572 0.998
H -2.496 -1.057 -1.479
H -3.166 -1.518 0.066
H -3.885 -0.054 -0.849
H -1.756 -0.553 2.088
H -3.359 0.389 1.873
H -1.794 1.262 2.059
H -1.404 1.440 -1.532
H -2.889 2.070 -0.823
H -1.410 2.317 -0.102
*
```

=====

[3]
An isolated molecule of C11H19NO4 at a distorted geometry, computed with ωB97M-V/def2-TZVPD.

Values from the calculation:
LUMO level, eV: 0.64
E_HOMO, eV: -8.4821
Frontier orbital gap, eV: 9.12
Structure (SMILES): C/C=C(\NC(=O)C[C@H](C)CCOC)C(=O)O
Energy relative to the best compared isomer or geometry (same formula, charge and spin), kcal per mole: 52.4
Total energy, Eh: -786.2415

```
! wB97M-V def2-TZVPD RIJCOSX def2/J DEFGRID3
* xyz 0 1
C -1.648 -2.093 2.116
C -2.693 -1.067 1.647
C -2.555 -0.203 0.546
N -1.323 -0.295 -0.110
C -1.077 -0.080 -1.462
O -1.991 0.145 -2.266
C 0.323 -0.306 -2.020
C 1.351 0.700 -1.362
C 1.869 1.593 -2.502
C 2.575 0.025 -0.660
C 2.219 -0.891 0.498
O 1.213 -0.353 1.357
C 1.631 0.650 2.251
C -3.655 0.706 0.144
O -4.780 0.463 0.519
O -3.383 1.875 -0.483
H -2.101 -3.065 2.235
H -0.796 -2.175 1.428
H -1.285 -1.756 3.091
H -3.636 -1.055 2.137
H -0.543 -0.576 0.456
H 0.610 -1.365 -1.803
H 0.354 -0.168 -3.091
H 0.861 1.396 -0.669
H 2.441 0.971 -3.202
H 1.042 2.094 -2.998
H 2.503 2.407 -2.092
H 3.191 -0.546 -1.368
H 3.244 0.783 -0.250
H 3.142 -1.100 1.076
H 1.912 -1.842 0.065
H 2.233 1.424 1.695
H 2.240 0.286 3.092
H 0.779 1.169 2.640
H -4.266 2.251 -0.659
*
```

=====

[4]
C11H20AlBIN2O2 as an isolated structure at a distorted geometry, computed with ωB97M-V/def2-TZVPD.

Values from the calculation:
LUMO level, eV: 2.58
E_HOMO, eV: -4.4657
Frontier orbital gap, eV: 7.05
Total energy, Eh: -1256.1946

```
! wB97M-V def2-TZVPD RIJCOSX def2/J DEFGRID3
* xyz -1 1
O -3.237 -2.669 -2.816
B -2.901 -1.549 -2.036
O -3.958 -0.625 -1.913
Al -0.933 -1.435 -1.262
C -0.749 -0.500 0.540
C -1.895 0.434 0.943
C -2.372 0.312 2.380
I -2.886 -1.693 2.953
H -2.899 -3.462 -2.373
H -4.645 -0.991 -1.330
H 0.113 -0.821 -2.365
H -0.439 -2.984 -1.051
H 0.152 0.111 0.490
H -0.537 -1.245 1.301
H -2.774 0.351 0.307
H -1.542 1.461 0.862
H -1.615 0.698 3.053
H -3.268 0.895 2.539
N 2.598 -2.923 -2.652
C 2.963 -2.795 -1.350
C 4.170 -3.428 -1.186
C 4.543 -3.957 -2.453
C 3.547 -3.625 -3.337
H 1.743 -2.548 -3.033
H 2.326 -2.264 -0.664
H 4.722 -3.503 -0.264
H 5.434 -4.516 -2.688
H 3.435 -3.829 -4.388
N 1.146 5.103 2.020
C 0.121 5.212 1.120
C -0.984 4.623 1.672
C -0.612 4.144 2.956
C 0.708 4.455 3.143
H 2.079 5.440 1.876
H 0.267 5.690 0.168
H -1.951 4.540 1.206
H -1.240 3.624 3.660
H 1.370 4.269 3.971
*
```

=====

[5]
C11H20BF2N4OPRhS2 as an isolated structure, computed with ωB97M-V/def2-TZVPD.

Values from the calculation:
LUMO level (spin up / spin down), eV: -3.42 / -4.30
E_HOMO (spin up / spin down), eV: -10.4883 / -11.5381
Frontier orbital gap (spin up / spin down), eV: 7.07 / 7.23
Energy relative to the best compared isomer or geometry (same formula, charge and spin), kcal per mole: 6.7
Total energy, Eh: -2198.0958

```
! wB97M-V def2-TZVPD RIJCOSX def2/J DEFGRID3
* xyz 1 5
Rh 0.262 0.262 0.037
S 2.412 0.437 -0.065
C 0.009 2.659 0.171
S -1.816 0.821 -1.009
C 0.762 3.095 1.235
C 2.022 3.729 1.030
N 3.039 4.240 0.865
C 0.354 2.862 2.573
N 0.034 2.642 3.655
F -2.293 2.516 1.143
B -1.480 2.083 0.183
F 0.484 3.014 -1.027
N -0.063 -4.100 -2.724
C 1.277 -3.765 -2.117
C 1.270 -2.302 -1.705
N 0.171 -1.969 -0.815
C -1.123 -2.354 -1.357
C -1.183 -3.821 -1.752
H -0.085 -5.073 -3.028
H -0.202 -3.529 -3.560
H 2.044 -3.988 -2.856
H 1.392 -4.432 -1.262
H 1.198 -1.662 -2.591
H 2.219 -2.057 -1.229
H 0.294 -2.312 0.137
H -1.336 -1.726 -2.228
H -1.902 -2.138 -0.627
H -2.121 -4.082 -2.240
H -1.019 -4.488 -0.906
C 1.687 -0.213 3.728
P 0.223 -1.151 3.293
C 0.503 -2.853 3.810
C -1.132 -0.550 4.294
O -0.072 -1.117 1.802
H 1.819 -0.195 4.810
H 1.573 0.810 3.371
H 2.573 -0.643 3.261
H 0.638 -2.909 4.890
H 1.398 -3.250 3.329
H -0.355 -3.465 3.534
H -0.871 -0.625 5.351
H -2.023 -1.150 4.109
H -1.345 0.491 4.065
*
```

=====

[6]
C11H20BFI2NO9PS as an isolated structure, computed with ωB97M-V/def2-TZVPD.

Values from the calculation:
LUMO level, eV: -0.37
E_HOMO, eV: -9.4205
Frontier orbital gap, eV: 9.06
Total energy, Eh: -2622.6535

```
! wB97M-V def2-TZVPD RIJCOSX def2/J DEFGRID3
* xyz 0 1
C -0.530 3.439 1.451
B -0.644 2.406 0.274
O -0.881 2.802 -1.013
C -0.551 0.804 0.513
C 0.660 0.379 -0.296
F 1.264 -0.737 0.244
O 1.544 1.414 -0.276
C 2.740 1.263 -1.056
C 3.960 1.790 -0.262
C 5.167 0.908 -0.516
O 3.727 1.784 1.134
O 0.330 0.080 -1.640
S -0.482 -1.262 -1.958
O -1.087 -1.012 -3.217
O 0.384 -2.380 -1.784
C -1.830 -1.310 -0.623
C -1.741 -2.672 0.066
C -0.527 -2.933 0.960
C -0.805 -3.943 2.066
I -1.802 -5.717 1.436
O -2.983 -1.201 -1.435
N -3.995 -2.281 -1.326
O -4.838 -2.060 -2.062
C -1.865 -0.018 0.289
I -2.636 -0.449 2.286
P -3.271 1.054 -0.334
O -4.650 0.586 -0.103
H -0.498 2.964 2.431
H 0.345 4.087 1.347
H -1.412 4.087 1.433
H -0.690 3.730 -1.170
H -0.226 0.672 1.543
H 2.604 1.841 -1.971
H 2.885 0.218 -1.327
H 4.181 2.803 -0.616
H 5.492 0.981 -1.555
H 4.915 -0.135 -0.317
H 5.986 1.198 0.139
H 3.217 2.559 1.379
H -1.760 -3.433 -0.716
H -2.655 -2.814 0.639
H -0.222 -2.019 1.474
H 0.323 -3.264 0.368
H 0.133 -4.283 2.497
H -1.396 -3.509 2.869
H -2.967 2.223 0.388
H -2.910 1.358 -1.652
*
```